(1)
96
Properties=species:S:1:pos:R:3:mulliken_charge:R:1 method="wB97M-V/def2-TZVPD" multiplicity=1 largest_force_ha_per_bohr=0.030 de_lowest_kcal_mol=26.8 total_charge=-2 gap_ev=7.72 homo_energy_ev=-3.4 energy_ha=-3320.2158 lumo_energy_ev=4.3
Cd 0.289 -0.129 0.385 7.406
O 0.275 2.263 4.066 -0.710
C 0.566 1.390 3.265 -0.978
N 1.168 1.488 2.053 0.708
C 2.249 2.229 1.825 -0.553
O 2.868 2.993 2.561 -0.786
C 2.882 1.902 0.472 -0.011
C 4.004 2.600 0.050 -0.616
C 4.697 2.140 -1.054 -0.777
C 4.280 0.973 -1.678 -0.870
C 3.136 0.356 -1.211 -0.934
N 2.431 0.837 -0.188 0.689
C 0.255 -0.064 3.597 0.376
C -0.010 -0.437 4.897 -1.349
C -0.147 -1.789 5.183 -0.967
C 0.001 -2.715 4.169 -1.132
C 0.248 -2.257 2.884 -1.220
N 0.358 -0.960 2.605 1.751
H 4.312 3.464 0.622 0.565
H 5.578 2.666 -1.407 0.389
H 4.833 0.537 -2.500 0.450
H 2.771 -0.568 -1.634 0.146
H -0.097 0.337 5.647 0.524
H -0.370 -2.114 6.193 0.370
H -0.107 -3.777 4.338 0.483
H 0.332 -2.938 2.051 0.460
C 0.397 2.673 -2.764 -1.170
Si -0.631 2.827 -1.201 0.109
C -1.935 4.123 -1.665 -1.168
C 0.478 3.776 -0.012 -1.109
C -1.367 1.239 -0.567 -0.235
Si -2.620 1.609 0.771 0.100
C -2.966 0.203 1.936 -0.700
C -4.322 2.067 0.084 -1.251
C -2.171 3.087 1.828 -0.983
Si -2.166 0.283 -1.913 -1.423
C -3.303 -1.071 -1.321 -0.087
C -3.255 1.265 -3.106 -1.128
C -1.006 -0.531 -3.210 0.877
C -1.627 -1.182 -4.284 -1.145
C -0.873 -1.764 -5.285 -0.741
C 0.505 -1.675 -5.208 -0.904
C 1.052 -1.012 -4.122 -0.189
N 0.338 -0.460 -3.142 0.782
H 0.742 3.680 -3.031 0.503
H -0.158 2.260 -3.613 0.266
H 1.269 2.033 -2.600 0.132
H -1.420 4.939 -2.189 0.363
H -2.412 4.548 -0.776 0.320
H -2.724 3.750 -2.314 0.306
H 0.154 4.823 0.004 0.598
H 1.519 3.749 -0.348 0.393
H 0.448 3.405 1.012 0.240
H -3.493 -0.621 1.448 0.257
H -3.590 0.579 2.756 0.441
H -2.064 -0.235 2.373 -0.089
H -4.747 1.273 -0.536 0.236
H -4.299 2.983 -0.510 0.316
H -5.002 2.223 0.930 0.403
H -1.348 2.882 2.519 0.219
H -3.056 3.343 2.426 0.487
H -1.898 3.967 1.247 0.274
H -4.254 -0.644 -0.988 0.337
H -2.908 -1.665 -0.495 -0.628
H -3.514 -1.753 -2.153 0.380
H -3.990 1.860 -2.559 0.401
H -3.803 0.571 -3.752 0.376
H -2.679 1.941 -3.744 0.269
H -2.710 -1.233 -4.320 0.216
H -1.351 -2.281 -6.110 0.392
H 1.149 -2.111 -5.961 0.394
H 2.130 -0.926 -4.043 0.335
B 3.520 -2.748 0.307 0.357
N 3.203 -2.072 1.657 -0.727
C 3.489 -2.558 2.883 -0.280
C 3.241 -1.560 3.804 -1.595
C 2.811 -0.470 3.015 -0.678
N 2.800 -0.780 1.728 0.846
N 2.184 -2.951 -0.516 -0.455
C 2.048 -3.902 -1.449 -0.397
C 0.732 -3.919 -1.882 -1.421
C 0.128 -2.911 -1.124 -0.901
N 1.013 -2.330 -0.314 0.333
H 4.329 -2.097 -0.341 -0.226
H 3.947 -3.864 0.545 -0.250
H 3.825 -3.574 3.005 0.434
H 3.344 -1.611 4.876 0.411
H 2.497 0.518 3.330 1.134
H 2.888 -4.528 -1.705 0.410
H 0.274 -4.567 -2.609 0.491
H -0.908 -2.620 -1.092 0.332
F -1.701 -4.577 2.214 -0.420
B -2.547 -3.750 1.443 0.180
F -1.863 -2.524 1.170 0.043
F -2.856 -4.369 0.215 -0.437
F -3.723 -3.456 2.156 -0.364

***

(2)
14
Properties=species:S:1:pos:R:3:mulliken_charge:R:1 method="wB97M-V/def2-TZVPD" multiplicity=1 largest_force_ha_per_bohr=0.073 de_lowest_kcal_mol=104.0 total_charge=0 gap_ev=8.56 homo_energy_ev=-7.6 energy_ha=-307.5467 lumo_energy_ev=0.9
C -0.436 0.853 2.044 0.070
C -0.362 2.021 0.999 -0.759
C 0.641 -0.962 -1.778 -0.397
C -0.516 -1.737 -1.352 -0.326
O -0.286 -0.266 1.608 -0.443
O -0.408 -2.701 -0.556 -0.114
H 0.426 1.797 0.314 0.172
H -0.433 3.030 1.337 0.328
H -1.280 1.753 0.337 0.247
H 0.388 -0.696 -2.846 0.262
H 1.688 -1.375 -1.875 0.347
H 0.633 -0.005 -1.236 0.005
H -0.535 1.071 3.100 0.364
H 0.482 -2.782 -0.095 0.244

***

(3)
33
Properties=species:S:1:pos:R:3:mulliken_charge:R:1 method="wB97M-V/def2-TZVPD" multiplicity=1 largest_force_ha_per_bohr=0.081 total_charge=+2 gap_ev=3.38 homo_energy_ev=-15.4 energy_ha=-746.2366 lumo_energy_ev=-12.0
C 4.171 -1.553 0.159 -1.113
C 3.948 -0.196 0.882 -0.492
C 3.122 0.842 0.085 -0.633
C 1.853 0.291 -0.594 -0.434
O 0.636 0.698 0.081 -0.365
C -0.304 1.079 -0.874 -0.767
C -1.627 1.485 -0.138 0.234
N -1.327 2.459 0.911 -0.666
B -2.357 0.173 0.447 0.606
O -2.806 0.089 1.767 -0.427
C -2.579 -1.085 -0.598 -0.689
C -3.793 -2.057 -0.143 -0.818
H 4.853 -2.161 0.764 0.378
H 4.539 -1.442 -0.866 0.297
H 3.210 -2.093 0.161 0.276
H 3.536 -0.409 1.878 0.256
H 4.945 0.227 1.076 0.368
H 3.764 1.387 -0.615 0.380
H 2.779 1.599 0.811 0.255
H 1.822 0.719 -1.614 0.357
H 1.829 -0.800 -0.713 0.307
H -0.513 0.285 -1.616 0.312
H 0.047 1.988 -1.386 0.475
H -2.295 2.000 -0.884 0.282
H -0.620 2.105 1.542 0.292
H -2.159 2.725 1.413 0.201
H -3.500 0.748 1.877 0.333
H -1.655 -1.660 -0.746 0.460
H -2.890 -0.632 -1.617 0.276
H -3.795 -2.234 0.936 0.362
H -4.832 -1.595 -0.382 0.104
H -3.770 -3.014 -0.676 0.416
Mg -4.234 0.032 -1.329 1.176

***

(4)
44
Properties=species:S:1:pos:R:3:mulliken_charge:R:1 method="wB97M-V/def2-TZVPD" multiplicity=1 largest_force_ha_per_bohr=0.139 de_lowest_kcal_mol=213.4 total_charge=0 gap_ev=4.23 homo_energy_ev=-8.5 energy_ha=-3728.6664 lumo_energy_ev=-4.2
O -1.884 -2.670 -3.831 -0.526
V -3.021 -2.000 -2.835 1.764
O -3.424 -0.578 -3.400 -0.467
O 2.021 -4.104 -1.926 -0.507
V 2.090 -4.037 -0.340 1.696
O 0.693 -4.549 0.206 -0.518
S 0.194 -0.247 -0.273 0.780
O -0.962 -1.095 -0.517 -0.563
O 1.408 -1.007 -0.212 -0.533
O 0.393 0.715 -1.299 -0.580
O 0.083 0.391 1.002 -0.562
O -5.426 -1.932 -0.587 -0.592
H -6.337 -1.653 -0.493 0.303
H -5.056 -1.842 0.291 0.325
O 4.182 1.072 -1.303 -0.648
H 4.291 1.450 -0.431 0.335
H 3.448 0.464 -1.211 0.311
O -0.036 -1.454 4.148 -0.662
H -0.069 -0.855 3.403 0.353
H 0.593 -2.127 3.888 0.290
O -2.982 -2.290 2.370 -0.612
H -2.561 -2.362 1.513 0.315
H -2.256 -2.214 2.989 0.298
O 3.653 1.002 2.277 -0.620
H 4.286 0.298 2.417 0.270
H 2.910 0.575 1.850 0.326
O 5.300 -3.019 -0.134 -0.550
H 5.911 -2.881 -0.858 0.303
H 5.855 -3.061 0.644 0.298
O 0.544 3.593 3.418 -0.635
H 1.206 2.948 3.170 0.316
H -0.169 3.074 3.792 0.305
O 0.728 1.739 -4.871 -0.670
H 1.166 2.590 -4.869 0.309
H 0.763 1.449 -3.960 0.354
O 0.128 4.040 -0.354 -0.655
H -0.065 4.000 0.583 0.313
H 0.079 3.131 -0.649 0.339
O -3.001 3.327 -3.764 -0.622
H -2.204 3.485 -4.272 0.325
H -2.830 2.508 -3.299 0.300
O -3.406 1.712 2.523 -0.641
H -2.512 1.497 2.254 0.330
H -3.725 0.917 2.949 0.306